# C25H51NO14P3

A cluster of 4 separate species, C25H51NO14P3 in total at a distorted geometry (ωB97M-V/def2-TZVPD, the OMol25 dataset).

Summary:
Kohn-Sham gap = 1.5 eV
LUMO = -0.546 eV
total charge = -1

Each line ends with the Mulliken charge.
Cartesian coordinates (Å):
N 0.435536 4.800877 6.363126  -0.667
O -0.206710 4.857289 5.183302  -0.197
C 0.738752 4.986351 4.050641  0.360
O 0.985003 3.896368 3.309061  -0.583
C 1.431181 6.478607 3.756507  0.233
C 2.571003 6.745187 2.600105  -0.309
C 3.196047 8.264280 2.443398  -0.385
C 2.668957 9.489369 3.397238  -0.323
C 1.531045 9.223168 4.564738  -0.423
C 0.928413 7.697909 4.736625  -0.197
H 1.429418 5.104094 6.267139  0.155
H 2.929371 5.879212 1.895935  0.333
H 4.040440 8.493493 1.637705  0.244
H 3.082709 10.578249 3.283696  0.251
H 1.146298 10.096618 5.241913  0.268
H 0.116003 7.508770 5.558000  0.282
O -2.564126 -1.431698 1.167925  -0.627
P -3.055537 -0.238623 2.023865  1.028
O -2.264606 -0.732133 3.404637  -0.395
C -0.909218 -1.155330 3.355318  -0.012
C 0.026267 -0.030850 3.753763  -1.165
O -4.538277 -0.900804 2.391005  -0.375
C -5.134939 -1.853929 1.526919  -0.341
C -4.802273 -3.265266 1.984855  -0.826
O -3.604583 1.094378 2.980188  -0.377
C -2.711360 2.109490 3.388146  -0.232
C -2.052271 2.807596 2.218744  -0.298
H -0.624776 -1.537643 2.373664  0.175
H -0.804015 -1.980426 4.067419  0.306
H -0.028424 0.790960 3.034720  0.139
H 1.062302 -0.381485 3.791526  0.447
H -0.240786 0.370447 4.735944  0.319
H -4.841569 -1.683290 0.490581  0.287
H -6.219591 -1.707110 1.573843  0.334
H -3.727672 -3.411790 2.119342  0.072
H -5.170000 -4.001918 1.265957  0.350
H -5.265990 -3.466441 2.956728  0.322
H -1.977717 1.704992 4.085896  0.131
H -3.295137 2.842436 3.953603  0.338
H -1.514450 2.101054 1.579968  -0.130
H -1.346882 3.563736 2.575925  0.130
H -2.804680 3.299881 1.594082  0.357
O 1.604004 3.108658 -4.113745  -0.756
P 1.945264 2.094509 -2.994556  0.964
O 1.729109 3.187349 -1.755751  -0.343
C 0.589694 4.035474 -1.723771  -0.534
C -0.485045 3.468175 -0.817430  -0.638
O 3.597014 2.257942 -3.124184  -0.362
C 4.186120 2.667808 -4.347321  -0.310
C 4.405894 4.172442 -4.351268  -1.037
O 2.326549 0.961418 -1.744105  -0.300
C 1.324469 0.479551 -0.873262  0.061
C 0.204896 -0.223854 -1.608810  -0.917
H 0.173645 4.216369 -2.716189  0.367
H 0.919602 5.002242 -1.329488  0.356
H -0.862350 2.520469 -1.210978  0.177
H -1.327987 4.160970 -0.732431  0.486
H -0.090273 3.276612 0.184815  0.000
H 3.589319 2.342135 -5.199933  0.329
H 5.154708 2.162865 -4.431566  0.340
H 3.495163 4.722084 -4.100692  0.266
H 4.761545 4.508806 -5.328542  0.357
H 5.150831 4.447578 -3.596675  0.278
H 0.952269 1.289544 -0.245501  0.040
H 1.804096 -0.233198 -0.195256  0.368
H -0.259668 0.429280 -2.353179  0.329
H -0.564070 -0.554275 -0.904246  0.108
H 0.588919 -1.099573 -2.142016  0.362
O -1.563449 -7.185406 -1.703469  -0.741
P -0.806617 -6.244202 -2.672428  1.004
O 0.690628 -6.900686 -2.351580  -0.335
C 0.876840 -8.308895 -2.321971  -0.233
C 1.429852 -8.812009 -3.640835  -1.107
O -0.700675 -4.966870 -1.609888  -0.324
C -1.653912 -4.813494 -0.571177  -0.101
C -1.143877 -5.447325 0.713487  -1.115
O 0.038979 -5.192611 -3.755028  -0.301
C 0.594165 -5.684831 -4.956782  -0.048
C -0.444401 -6.306775 -5.864427  -1.140
H -0.040448 -8.848151 -2.080107  0.313
H 1.597271 -8.521152 -1.525185  0.313
H 0.711321 -8.649583 -4.448744  0.210
H 1.646543 -9.883481 -3.588558  0.404
H 2.350645 -8.283786 -3.905699  0.269
H -2.624097 -5.215347 -0.865178  0.316
H -1.795382 -3.739087 -0.410361  0.189
H -0.825463 -6.481986 0.563770  0.343
H -1.914754 -5.425598 1.488063  0.337
H -0.266606 -4.903695 1.080780  0.274
H 1.408677 -6.375773 -4.737973  0.148
H 1.049403 -4.833524 -5.472321  0.330
H -0.979826 -7.119426 -5.365021  0.331
H 0.028570 -6.702419 -6.768122  0.355
H -1.190261 -5.561342 -6.158856  0.320

Atomic forces in eV per Å
1.73 0.73 4.03
1.81 0.27 -6.76
0.09 -2.92 -1.78
-1.34 6.02 3.43
0.87 2.16 0.73
-1.24 3.12 2.47
-2.80 -0.34 2.70
-1.48 -3.65 0.58
1.16 -3.88 -2.78
2.67 1.75 -2.76
-0.58 -0.35 -0.47
-0.85 1.88 1.66
-2.11 -0.63 1.93
-0.75 -2.42 0.13
0.87 -1.92 -1.47
1.84 0.09 -1.77
0.45 4.01 -2.14
-2.34 -6.04 6.86
0.85 0.82 -0.69
0.57 -0.21 0.39
-0.03 0.11 0.07
-0.03 1.40 -0.93
-0.09 -0.38 -0.02
0.01 -0.13 0.20
0.43 -0.04 -3.53
0.61 0.64 0.29
-0.24 0.40 0.07
-0.25 -0.04 -0.04
-0.16 0.02 -0.04
0.10 0.03 0.05
-0.10 0.03 -0.02
0.10 -0.05 -0.12
0.12 -0.12 0.04
0.10 0.12 0.12
-0.07 0.14 -0.20
-0.01 0.02 0.03
-0.02 0.05 -0.15
0.06 -0.10 -0.14
-0.17 -0.19 -0.12
0.15 -0.16 0.06
0.05 -0.21 -0.07
0.01 -0.07 0.04
-2.10 -4.08 -0.45
5.81 6.69 3.66
-1.25 -0.70 -0.18
-0.31 0.54 0.31
0.02 -0.07 0.19
-0.71 -1.59 -0.32
0.22 0.32 -0.21
0.08 0.17 0.17
-1.45 -0.90 -2.98
-0.47 -0.22 0.46
0.04 -0.34 0.03
0.23 -0.08 -0.07
0.09 -0.13 -0.02
-0.08 0.00 -0.05
0.10 -0.05 -0.01
-0.02 0.16 -0.10
-0.07 0.16 0.03
-0.10 -0.04 0.18
-0.02 -0.20 -0.16
0.00 -0.02 0.04
-0.04 -0.09 -0.13
-0.02 0.15 -0.14
0.20 0.07 -0.20
-0.08 0.17 0.03
0.00 0.01 -0.11
-0.05 0.07 0.09
-1.85 0.30 -4.24
5.83 1.93 7.54
-0.29 -0.86 -1.19
0.38 -0.37 0.18
0.12 -0.01 -0.15
-0.73 -0.02 -1.89
-0.27 0.18 0.69
0.22 -0.01 0.09
-3.08 -1.07 -0.73
0.26 -0.10 -0.43
-0.10 0.18 -0.24
-0.06 0.23 0.08
-0.08 0.13 -0.02
-0.01 -0.07 0.00
-0.03 0.10 0.01
-0.05 -0.10 0.07
0.08 -0.13 0.07
0.13 -0.08 -0.12
-0.21 0.04 -0.10
0.05 0.04 -0.05
-0.17 0.03 -0.04
-0.10 -0.13 0.13
-0.14 0.11 0.23
0.08 -0.13 0.04
-0.11 -0.02 0.09
0.11 -0.08 0.03